Entry 1:
Density functional theory data (ωB97M-V/def2-TZVPD) for one molecule with the formula C22H30N4O.

Each line ends with the Löwdin charge.
Cartesian coordinates (Å):
1 C -6.6812 -1.9990 -1.2921  -0.092
2 C -5.8478 -0.7827 -1.0489  -0.134
3 C -5.3165 -0.3956 0.1041  -0.310
4 C -5.4391 -1.1427 1.4000  -0.048
5 C -4.5407 0.8920 0.2130  -0.177
6 N -3.2146 0.6578 0.7611  -0.177
7 C -2.5451 1.8958 1.1198  -0.197
8 C -1.2265 1.6082 1.8348  -0.118
9 C -0.3100 0.6905 1.0281  -0.254
10 N 0.2666 1.3884 -0.1047  -0.034
11 N -0.1114 2.6195 -0.4320  0.078
12 C 0.5514 2.9486 -1.5227  -0.141
13 C 1.3930 1.9099 -1.9253  -0.014
14 C 1.1892 0.9224 -0.9781  -0.242
15 N 1.7834 -0.3438 -0.9349  0.154
16 C 2.4392 -0.8935 0.1287  -0.487
17 O 2.4431 -0.4060 1.2356  0.090
18 C 3.1503 -2.1890 -0.2193  -0.092
19 C 4.3808 -1.9159 -1.1027  -0.144
20 C 5.2805 -0.9105 -0.4370  -0.244
21 C 5.1733 0.4422 -0.7302  -0.044
22 C 5.9636 1.3694 -0.0751  -0.073
23 C 6.8730 0.9535 0.8813  -0.089
24 C 6.9892 -0.3935 1.1782  -0.080
25 C 6.1959 -1.3182 0.5240  -0.041
26 C -1.1074 -0.5330 0.5614  -0.106
27 C -2.3859 -0.1060 -0.1501  -0.178
28 H -6.2087 -2.6341 -2.0422  0.073
29 H -6.8321 -2.5777 -0.3866  0.060
30 H -7.6566 -1.7053 -1.6801  0.073
31 H -5.6930 -0.1671 -1.9272  0.102
32 H -5.4348 -2.2188 1.2486  0.071
33 H -4.6044 -0.8730 2.0415  0.071
34 H -6.3659 -0.8714 1.9059  0.086
35 H -5.0670 1.5556 0.9079  0.128
36 H -4.4955 1.3956 -0.7691  0.126
37 H -3.1981 2.4546 1.7956  0.120
38 H -2.3468 2.5205 0.2343  0.107
39 H -1.4369 1.1124 2.7832  0.121
40 H -0.7176 2.5507 2.0333  0.113
41 H 0.5232 0.3627 1.6615  0.128
42 H 0.4071 3.9093 -1.9752  0.098
43 H 2.0521 1.8791 -2.7690  0.092
44 H 1.9653 -0.7443 -1.8445  0.149
45 H 3.4711 -2.6460 0.7172  0.125
46 H 2.4628 -2.8675 -0.7294  0.119
47 H 4.9153 -2.8556 -1.2567  0.118
48 H 4.0674 -1.5427 -2.0810  0.109
49 H 4.4663 0.7780 -1.4761  0.105
50 H 5.8656 2.4189 -0.3105  0.104
51 H 7.4886 1.6771 1.3948  0.101
52 H 7.6970 -0.7245 1.9241  0.102
53 H 6.2863 -2.3690 0.7613  0.114
54 H -0.5032 -1.1571 -0.0986  0.104
55 H -1.3726 -1.1210 1.4403  0.125
56 H -2.9468 -0.9892 -0.4658  0.121
57 H -2.1343 0.4806 -1.0542  0.132

Gap between HOMO and LUMO = 8.9 eV
2S+1 = 1
LUMO level = 0.58 eV
Energy relative to the best compared isomer or geometry (same formula, charge and spin) = 52.1 kcal per mole

=====

Entry 2:
Density functional theory data (ωB97M-V/def2-TZVPD) for one molecule with the formula C6H9N in a non-equilibrium geometry.

Each line ends with the Löwdin charge.
Cartesian coordinates (Å):
1 C -2.2314 0.0265 -1.2004  -0.063
2 C -1.0388 -0.2034 -0.2959  -0.316
3 C -0.5578 -1.3645 0.2302  -0.061
4 N 0.5715 -0.9698 0.9471  0.019
5 C 0.8579 0.3647 0.7945  -0.288
6 C 2.3485 0.6527 0.6264  -0.041
7 C -0.1603 0.8983 -0.0096  -0.022
8 H -1.9204 0.6627 -2.0254  0.068
9 H -2.6236 -0.8844 -1.6573  0.071
10 H -2.9620 0.5611 -0.5848  0.077
11 H -0.9840 -2.3499 0.2719  0.109
12 H 1.1744 -1.6010 1.4264  0.136
13 H 2.4739 1.3043 -0.2471  0.075
14 H 2.7781 1.2851 1.4045  0.064
15 H 2.8546 -0.2721 0.3993  0.068
16 H -0.5806 1.8896 -0.0798  0.106

Gap between HOMO and LUMO = 8.9 eV
2S+1 = 1
LUMO level = 1.03 eV
Energy relative to the best compared isomer or geometry (same formula, charge and spin) = 28.1 kcal per mole

=====

Entry 3:
Density functional theory data (ωB97M-V/def2-TZVPD) for a 11-piece molecular cluster, C34H96N6O11 overall in a non-equilibrium geometry.

Each line ends with the Löwdin charge.
Cartesian coordinates (Å):
1 C -1.7462 5.7603 -2.4477  -0.104
2 O -2.1514 4.4021 -2.5281  -0.229
3 C -2.9767 4.1211 -3.6963  -0.171
4 C -3.4716 2.6678 -3.6164  -0.428
5 C -2.3534 1.6273 -3.4999  -0.052
6 N -4.1575 2.3760 -4.8563  0.030
7 H -2.5056 6.2765 -1.8604  0.082
8 H -1.6682 6.2562 -3.4152  0.088
9 H -0.7879 5.8567 -1.9373  0.082
10 H -3.8454 4.7793 -3.7146  0.118
11 H -2.4840 4.4539 -4.6099  0.123
12 H -4.2070 2.5182 -2.8259  0.124
13 H -2.8535 0.6592 -3.5291  0.056
14 H -1.7644 1.6691 -2.5836  0.060
15 H -1.6941 1.6618 -4.3673  0.087
16 H -3.4828 2.5988 -5.5740  0.067
17 H -4.2587 1.3746 -4.9395  0.066
18 C -5.3524 0.5134 1.7280  -0.076
19 O -5.4902 1.8230 1.1011  -0.169
20 C -4.2680 2.3420 0.6223  -0.211
21 C -4.3681 3.8402 0.4603  -0.450
22 C -5.2276 4.3960 -0.6549  -0.046
23 N -3.1336 4.5405 0.4345  0.055
24 H -4.5262 0.4767 2.4381  0.081
25 H -5.2670 -0.3171 1.0274  0.070
26 H -6.2583 0.1603 2.2206  0.082
27 H -3.4896 2.1066 1.3482  0.106
28 H -3.9219 1.8574 -0.2907  0.117
29 H -4.8621 4.1346 1.3863  0.141
30 H -5.4023 5.4700 -0.5906  0.079
31 H -6.1755 3.8603 -0.7045  0.085
32 H -4.6811 4.3706 -1.5977  0.047
33 H -2.6744 4.5149 -0.4647  0.032
34 H -3.3708 5.4823 0.7115  0.079
35 C 0.4149 -4.4451 -1.8896  -0.108
36 O 0.1768 -5.7875 -2.3303  -0.176
37 C 0.9426 -6.1508 -3.4953  -0.175
38 C 1.1798 -7.7019 -3.4831  -0.464
39 C 1.9157 -8.2726 -2.3541  -0.091
40 N 1.9934 -8.0260 -4.6272  0.011
41 H -0.2383 -4.2440 -1.0404  0.074
42 H 0.0688 -3.7400 -2.6454  0.074
43 H 1.4313 -4.1748 -1.6034  0.075
44 H 0.5079 -5.8194 -4.4383  0.119
45 H 1.9235 -5.6907 -3.6143  0.114
46 H 0.2071 -8.1855 -3.5729  0.139
47 H 1.3461 -8.0529 -1.4511  0.079
48 H 2.8553 -7.7228 -2.3007  0.090
49 H 2.0858 -9.3483 -2.3992  0.084
50 H 2.2534 -8.9976 -4.5361  0.065
51 H 2.8451 -7.4864 -4.6862  0.069
52 C 3.1244 7.6709 1.0291  -0.109
53 O 3.1107 6.4045 0.4017  -0.191
54 C 2.0044 5.6317 0.8198  -0.222
55 C 1.9192 4.3563 0.0240  -0.387
56 C 0.7363 3.4882 0.4332  -0.052
57 N 3.1112 3.5368 0.3569  0.058
58 H 3.0011 7.6690 2.1121  0.088
59 H 2.3971 8.3690 0.6147  0.084
60 H 4.1298 7.9466 0.7108  0.094
61 H 2.0190 5.4832 1.8995  0.128
62 H 1.1420 6.2217 0.5095  0.122
63 H 1.9265 4.5650 -1.0458  0.142
64 H 0.8014 3.1280 1.4600  0.077
65 H 0.6062 2.5494 -0.1051  0.050
66 H -0.2411 3.8817 0.1539  0.063
67 H 3.9090 4.1560 0.3508  0.076
68 H 3.0986 3.3182 1.3429  0.040
69 C 5.8868 -0.0697 -1.7408  -0.126
70 O 5.2500 1.1631 -1.5075  -0.175
71 C 4.0522 1.2778 -2.2978  -0.190
72 C 2.8695 0.3806 -1.9456  -0.395
73 C 1.5577 0.7553 -2.6727  -0.053
74 N 2.4402 0.4897 -0.5536  0.061
75 H 6.9536 0.0490 -1.5508  0.087
76 H 5.8758 -0.4565 -2.7598  0.088
77 H 5.4506 -0.8170 -1.0780  0.077
78 H 3.7862 2.3002 -2.0293  0.110
79 H 4.2361 1.3559 -3.3694  0.123
80 H 3.1105 -0.6750 -2.0704  0.133
81 H 1.7819 0.7586 -3.7394  0.074
82 H 1.1899 1.7221 -2.3289  0.072
83 H 0.7554 0.0341 -2.5172  0.063
84 H 2.4742 1.4620 -0.2824  0.038
85 H 3.0851 -0.0305 0.0241  0.028
86 C 5.0301 0.1629 1.9355  -0.098
87 O 3.8607 -0.5440 1.5820  -0.230
88 C 3.7584 -1.6873 2.3824  -0.198
89 C 2.4875 -2.4252 1.9058  -0.454
90 C 2.2932 -3.6540 2.6632  -0.078
91 N 2.5319 -2.7211 0.4643  0.095
92 H 5.1453 0.2934 3.0115  0.074
93 H 5.1107 1.1671 1.5194  0.093
94 H 5.8850 -0.4438 1.6368  0.095
95 H 4.5496 -2.4350 2.3272  0.132
96 H 3.7893 -1.3563 3.4204  0.116
97 H 1.7019 -1.7217 2.1815  0.117
98 H 1.2506 -3.9227 2.4930  0.089
99 H 2.5000 -3.5137 3.7242  0.077
100 H 3.0655 -4.3703 2.3829  0.090
101 H 1.5617 -2.6990 0.1841  0.037
102 H 2.9374 -1.8998 0.0389  0.037
103 C 2.1954 1.5252 3.9898  -0.077
104 C 2.8915 2.8478 4.2648  -0.308
105 O 4.0145 3.0373 3.4414  -0.091
106 H 1.2571 1.3870 4.5269  0.077
107 H 2.8384 0.6934 4.2777  0.065
108 H 2.0264 1.4537 2.9153  0.059
109 H 3.2300 2.7917 5.2994  0.113
110 H 2.2726 3.7028 3.9928  0.110
111 H 4.7407 2.4867 3.7432  0.076
112 C -2.6726 -2.7957 -2.2573  -0.091
113 C -3.9902 -1.9989 -2.4846  -0.286
114 O -5.0589 -2.8838 -2.1075  -0.091
115 H -1.8665 -2.1343 -2.5748  0.065
116 H -2.6843 -3.7680 -2.7499  0.080
117 H -2.4575 -2.9683 -1.2028  0.051
118 H -4.0840 -1.8349 -3.5581  0.097
119 H -3.9325 -0.9897 -2.0770  0.094
120 H -4.9065 -3.6873 -2.6104  0.075
121 C -0.0270 -1.6830 5.2681  -0.081
122 C -0.4113 -3.1730 5.4134  -0.287
123 O -0.8776 -3.4022 6.7473  -0.086
124 H 0.4394 -1.6109 4.2855  0.039
125 H 0.7593 -1.2521 5.8879  0.075
126 H -0.9564 -1.1139 5.2459  0.074
127 H 0.4947 -3.7516 5.2330  0.097
128 H -1.1702 -3.5045 4.7047  0.087
129 H -1.6235 -2.8306 6.9435  0.076
130 C -2.9397 -3.5057 2.3936  -0.075
131 C -4.3199 -3.6556 1.7363  -0.356
132 O -5.3699 -3.1106 2.4296  -0.054
133 H -2.8294 -2.4962 2.7897  0.063
134 H -2.1871 -3.7688 1.6503  0.074
135 H -2.8162 -4.1822 3.2393  0.063
136 H -4.3571 -4.7093 1.4596  0.111
137 H -4.3347 -3.1083 0.7938  0.092
138 H -6.1339 -3.0411 1.8524  0.093
139 C -0.9182 -0.1716 1.5605  -0.052
140 C -1.1413 -0.5827 0.0847  -0.292
141 O -0.0508 -1.3689 -0.3264  -0.118
142 H 0.0441 0.3349 1.6341  0.059
143 H -0.8602 -1.0885 2.1471  0.048
144 H -1.7787 0.3998 1.9087  0.058
145 H -1.1114 0.3184 -0.5279  0.093
146 H -2.0806 -1.1016 -0.1064  0.091
147 H 0.7019 -0.7944 -0.4846  0.024

Gap between HOMO and LUMO = 9.4 eV
2S+1 = 1
LUMO level = 0.51 eV
Energy relative to the best compared isomer or geometry (same formula, charge and spin) = 79.0 kcal per mole